{
  "formula": "C7H10N3S2",
  "method": "the ωB97M-V functional and the def2-TZVPD basis",
  "smiles": "[NH2+]=CN(CS)Sc1cccnc1",
  "gap_ev": 9.2,
  "energy_ev": -33553.7460,
  "de_lowest_ev": 0.129,
  "charge": 1,
  "lumo_energy_ev": -3.5,
  "e_homo_ha": -0.468,
  "symbols": ["N", "C", "N", "C", "S", "S", "C", "C", "C", "C", "N", "C", "H", "H", "H", "H", "H", "H", "H", "H", "H", "H"],
  "coordinates": [[-1.7539, -1.2914, 0.9985], [-1.3885, -0.2894, 1.7463], [-0.1879, 0.0769, 1.9584], [0.0976, 1.3743, 2.5990], [0.2538, 2.7094, 1.3724], [1.2160, -0.7947, 1.2089], [0.8571, -0.4200, -0.5688], [1.6060, -1.2520, -1.4934], [1.4216, -1.0615, -2.8396], [0.5211, -0.0875, -3.1803], [-0.3254, 0.5162, -2.3713], [-0.1511, 0.3593, -1.0687], [-1.0599, -1.9207, 0.7448], [-2.6869, -1.4694, 0.7516], [-2.0542, 0.4831, 2.2121], [-0.3966, 1.6970, 3.5146], [1.1128, 1.3487, 3.0638], [-1.0466, 2.5940, 0.8096], [2.2411, -2.0800, -1.2100], [1.9611, -1.6597, -3.5049], [0.5129, 0.2235, -4.2546], [-0.7501, 0.9438, -0.4882]],
  "forces_ev_per_a": [[-0.4, 1.1, 1.1], [-2.2, 1.6, 0.4], [3.5, -0.2, 0.4], [2.3, 0.9, 0.3], [-1.5, -0.2, -0.4], [-1.6, 1.3, -0.6], [1.6, -2.6, 0.0], [-1.1, 0.6, 1.2], [-0.2, 0.5, 2.2], [-0.6, 0.8, -2.8], [0.4, 0.4, -0.5], [1.6, -1.0, -1.1], [1.4, -1.4, -0.9], [-1.3, -0.2, -0.1], [-0.4, -1.3, -0.7], [-1.4, -0.7, -0.4], [-0.4, -0.4, -0.9], [1.5, 0.3, 0.9], [0.2, 0.2, 0.6], [0.6, -0.5, -1.2], [-0.5, -0.3, 0.9], [-1.6, 1.2, 1.6]],
  "lowdin_charge": [0.2276, -0.2320, -0.3801, -0.5574, 0.7703, 1.0581, -0.4249, -0.0657, -0.0482, -0.1346, 0.1012, -0.2076, 0.0819, 0.1340, 0.1913, 0.0957, 0.0870, -0.0736, 0.1123, 0.1040, 0.1357, 0.0250]
}